7
Properties=species:S:1:pos:R:3:mulliken_charge:R:1 method="wB97M-V/def2-TZVPD" e_homo_ev=-9.47 lumo_ev=0.40 relative_energy_ev=1.544 gap_ev=9.862 e_tot_ev=-35277.1731
C 0.81965 0.09375 -0.37390 -0.146
S -0.05474 1.36911 0.56878 -0.182
S 0.20547 -1.52958 0.30373 -0.154
Cl 2.53250 0.25126 -0.19397 -0.119
H 0.53302 0.34360 -1.67023 0.295
H -0.71295 2.02677 -0.51469 0.154
H 1.41938 -2.17169 0.22044 0.152